[1]
{"formula": "C36H98AlB2N6O12", "method": "ωB97M-V/def2-TZVPD", "e_above_lowest_kcal_mol": 0.0, "charge": 1, "elements": ["Al", "B", "H", "H", "H", "H", "B", "H", "H", "H", "H", "C", "O", "C", "C", "N", "C", "C", "O", "C", "H", "H", "H", "H", "H", "H", "H", "H", "H", "H", "H", "H", "H", "H", "H", "C", "O", "C", "C", "N", "C", "C", "O", "C", "H", "H", "H", "H", "H", "H", "H", "H", "H", "H", "H", "H", "H", "H", "H", "C", "O", "C", "C", "N", "C", "C", "O", "C", "H", "H", "H", "H", "H", "H", "H", "H", "H", "H", "H", "H", "H", "H", "H", "C", "O", "C", "C", "N", "C", "C", "O", "C", "H", "H", "H", "H", "H", "H", "H", "H", "H", "H", "H", "H", "H", "H", "H", "C", "O", "C", "C", "N", "C", "C", "O", "C", "H", "H", "H", "H", "H", "H", "H", "H", "H", "H", "H", "H", "H", "H", "H", "C", "O", "C", "C", "N", "C", "C", "O", "C", "H", "H", "H", "H", "H", "H", "H", "H", "H", "H", "H", "H", "H", "H", "H"], "coordinates": [[0.022, 0.323, 1.345], [-2.963, 0.222, 2.018], [-2.625, 0.666, 1.094], [-2.238, -0.504, 2.353], [-3.037, 1.047, 2.708], [-3.888, -0.292, 1.805], [2.158, 0.278, -0.775], [1.379, -0.435, -0.994], [2.902, 0.329, -1.554], [1.709, 1.249, -0.632], [2.602, 0.003, 0.169], [-5.328, 0.243, -0.603], [-5.882, 0.825, -1.798], [-5.756, 2.278, -1.742], [-6.769, 2.889, -2.742], [-8.148, 2.514, -2.439], [-8.933, 2.480, -3.674], [-10.302, 1.777, -3.375], [-10.051, 0.398, -3.463], [-11.220, -0.382, -3.395], [-4.327, 0.607, -0.370], [-5.194, -0.824, -0.785], [-5.996, 0.167, 0.255], [-4.737, 2.609, -1.947], [-6.066, 2.613, -0.752], [-6.567, 2.480, -3.732], [-6.723, 3.975, -2.668], [-8.011, 1.651, -1.934], [-8.523, 1.847, -4.460], [-9.107, 3.492, -4.040], [-11.146, 2.163, -3.948], [-10.644, 2.045, -2.375], [-11.897, -0.201, -2.560], [-10.772, -1.366, -3.250], [-11.779, -0.422, -4.329], [9.801, 0.689, -0.898], [8.417, 0.714, -1.059], [7.725, -0.239, -0.301], [6.288, -0.302, -0.773], [5.381, 0.706, -0.206], [5.835, 2.067, -0.581], [4.736, 3.127, -0.316], [4.283, 3.223, 1.062], [5.362, 3.471, 2.016], [10.365, -0.243, -0.853], [10.156, 1.434, -0.186], [10.178, 0.977, -1.879], [7.736, 0.092, 0.737], [8.156, -1.240, -0.295], [5.970, -1.304, -0.485], [6.316, -0.168, -1.854], [4.397, 0.539, -0.361], [6.142, 2.048, -1.627], [6.740, 2.334, -0.036], [3.842, 3.035, -0.934], [5.147, 4.083, -0.639], [5.065, 3.603, 3.056], [5.933, 4.359, 1.746], [6.043, 2.620, 2.005], [-3.317, -5.001, -4.725], [-1.937, -4.701, -4.647], [-1.715, -3.278, -4.882], [-0.298, -2.916, -4.619], [0.044, -3.103, -3.177], [1.440, -2.653, -2.963], [2.480, -3.782, -3.273], [2.043, -5.010, -2.627], [2.896, -6.209, -2.847], [-3.493, -6.050, -4.488], [-3.748, -4.812, -5.709], [-3.888, -4.516, -3.934], [-2.412, -2.728, -4.250], [-1.961, -3.028, -5.914], [-0.081, -1.907, -4.968], [0.378, -3.542, -5.202], [0.020, -4.102, -3.028], [1.553, -2.487, -1.892], [1.687, -1.645, -3.298], [3.475, -3.534, -2.903], [2.515, -3.856, -4.360], [2.561, -6.908, -2.081], [3.963, -6.046, -2.695], [2.678, -6.714, -3.788], [2.445, -3.217, 0.976], [1.120, -2.742, 1.076], [0.257, -3.706, 0.575], [-1.069, -3.136, 0.186], [-0.925, -1.909, -0.584], [-2.210, -1.501, -1.104], [-2.066, -0.255, -1.926], [-1.461, 0.725, -1.181], [-1.069, 1.885, -1.951], [3.054, -2.597, 1.633], [2.867, -3.115, -0.024], [2.543, -4.246, 1.320], [0.181, -4.451, 1.367], [0.674, -4.183, -0.312], [-1.712, -2.899, 1.034], [-1.593, -3.947, -0.320], [-0.371, -2.134, -1.397], [-2.860, -1.222, -0.274], [-2.637, -2.338, -1.655], [-3.038, 0.122, -2.245], [-1.511, -0.554, -2.815], [-1.999, 2.390, -2.211], [-0.539, 1.697, -2.885], [-0.394, 2.485, -1.340], [-1.206, 1.425, 4.864], [-0.263, 1.796, 3.865], [-0.024, 3.160, 3.841], [1.350, 3.467, 3.150], [1.535, 2.949, 1.769], [1.163, 3.898, 0.658], [-0.315, 4.380, 0.731], [-1.201, 3.243, 0.860], [-2.553, 3.653, 0.808], [-0.830, 1.324, 5.882], [-1.599, 0.448, 4.581], [-2.093, 2.036, 5.024], [0.064, 3.489, 4.877], [-0.788, 3.791, 3.387], [2.171, 3.075, 3.750], [1.573, 4.531, 3.225], [2.541, 2.882, 1.713], [1.199, 3.424, -0.322], [1.930, 4.673, 0.652], [-0.527, 4.946, -0.175], [-0.497, 5.092, 1.536], [-3.179, 2.774, 0.654], [-2.791, 4.394, 0.045], [-2.728, 4.011, 1.823], [4.627, 1.826, 5.989], [3.910, 1.513, 4.783], [4.386, 0.410, 4.032], [3.402, -0.057, 2.928], [2.098, -0.296, 3.520], [1.970, -1.561, 4.255], [0.499, -1.700, 4.586], [-0.414, -1.885, 3.508], [-1.597, -2.590, 3.870], [5.684, 1.785, 5.724], [4.389, 1.115, 6.780], [4.461, 2.842, 6.348], [4.526, -0.469, 4.661], [5.336, 0.648, 3.553], [3.762, -0.908, 2.349], [3.300, 0.721, 2.172], [2.164, 0.326, 4.314], [2.616, -1.448, 5.125], [2.275, -2.389, 3.615], [0.211, -0.878, 5.241], [0.462, -2.567, 5.245], [-2.270, -1.862, 4.322], [-1.381, -3.464, 4.485], [-2.080, -2.968, 2.969]], "lowdin_charge": [1.388, -0.362, -0.066, -0.066, -0.024, 0.000, -0.411, -0.073, 0.001, -0.063, -0.060, -0.111, -0.191, -0.187, -0.214, -0.068, -0.186, -0.233, -0.188, -0.118, 0.048, 0.086, 0.096, 0.105, 0.119, 0.109, 0.116, 0.099, 0.112, 0.118, 0.115, 0.114, 0.088, 0.088, 0.087, -0.123, -0.190, -0.244, -0.197, -0.040, -0.182, -0.156, -0.243, -0.059, 0.090, 0.090, 0.087, 0.121, 0.121, 0.114, 0.119, 0.026, 0.119, 0.101, 0.116, 0.117, 0.081, 0.092, 0.072, -0.122, -0.182, -0.209, -0.191, -0.036, -0.183, -0.181, -0.226, -0.051, 0.087, 0.090, 0.081, 0.108, 0.125, 0.124, 0.119, 0.098, 0.066, 0.125, 0.115, 0.109, 0.080, 0.082, 0.083, -0.082, -0.215, -0.229, -0.175, 0.010, -0.185, -0.239, -0.234, -0.038, 0.059, 0.093, 0.102, 0.137, 0.116, 0.101, 0.135, 0.067, 0.097, 0.133, 0.127, 0.123, 0.092, 0.102, 0.061, -0.096, -0.220, -0.205, -0.138, 0.006, -0.138, -0.187, -0.255, -0.079, 0.095, 0.066, 0.105, 0.131, 0.111, 0.104, 0.128, 0.058, 0.088, 0.128, 0.125, 0.116, 0.076, 0.099, 0.097, -0.062, -0.224, -0.195, -0.178, -0.016, -0.148, -0.206, -0.235, -0.074, 0.089, 0.090, 0.091, 0.117, 0.121, 0.110, 0.085, 0.094, 0.133, 0.117, 0.114, 0.124, 0.093, 0.099, 0.078]}



[2]
{"formula": "C36H98Cl2F9N7O10PS", "method": "ωB97M-V/def2-TZVPD", "charge": 3, "elements": ["C", "N", "C", "C", "C", "C", "O", "H", "H", "H", "H", "H", "H", "H", "H", "H", "H", "H", "H", "H", "H", "C", "N", "C", "C", "C", "C", "O", "H", "H", "H", "H", "H", "H", "H", "H", "H", "H", "H", "H", "H", "H", "C", "N", "C", "C", "C", "C", "O", "H", "H", "H", "H", "H", "H", "H", "H", "H", "H", "H", "H", "H", "H", "C", "N", "C", "C", "C", "C", "O", "H", "H", "H", "H", "H", "H", "H", "H", "H", "H", "H", "H", "H", "H", "C", "N", "C", "C", "C", "C", "O", "H", "H", "H", "H", "H", "H", "H", "H", "H", "H", "H", "H", "H", "H", "C", "N", "C", "C", "C", "C", "O", "H", "H", "H", "H", "H", "H", "H", "H", "H", "H", "H", "H", "H", "H", "C", "N", "C", "C", "C", "C", "O", "H", "H", "H", "H", "H", "H", "H", "H", "H", "H", "H", "H", "H", "H", "Cl", "Cl", "P", "F", "F", "F", "F", "F", "F", "C", "F", "F", "F", "S", "O", "O", "O"], "coordinates": [[1.060, -5.134, -1.055], [1.219, -6.592, -1.604], [0.180, -6.886, -2.616], [2.580, -6.760, -2.270], [1.129, -7.554, -0.412], [0.088, -7.139, 0.569], [-1.196, -7.155, -0.017], [1.217, -4.445, -1.949], [1.704, -4.961, -0.182], [0.024, -5.154, -0.754], [0.174, -5.977, -3.180], [-0.773, -6.988, -2.140], [0.431, -7.790, -3.200], [2.654, -7.759, -2.672], [3.311, -6.482, -1.548], [2.599, -5.986, -3.044], [2.125, -7.508, 0.098], [0.962, -8.489, -0.857], [0.347, -6.131, 0.880], [0.156, -7.799, 1.404], [-1.663, -6.389, 0.332], [9.151, 3.776, 4.260], [8.318, 4.576, 5.221], [8.076, 3.853, 6.548], [9.170, 5.802, 5.435], [7.047, 5.114, 4.751], [5.959, 4.127, 4.406], [5.356, 3.542, 5.595], [10.082, 3.384, 4.707], [9.340, 4.313, 3.365], [8.590, 2.877, 4.044], [7.243, 4.301, 7.058], [8.994, 3.873, 7.042], [7.751, 2.861, 6.309], [8.722, 6.424, 6.212], [9.268, 6.419, 4.540], [10.120, 5.489, 5.718], [7.144, 5.738, 3.863], [6.742, 5.851, 5.495], [6.333, 3.356, 3.733], [5.267, 4.658, 3.836], [4.514, 3.222, 5.251], [0.403, 0.535, -2.745], [-0.215, -0.217, -1.606], [-1.000, 0.673, -0.680], [-1.143, -1.303, -2.097], [0.882, -1.004, -0.954], [1.541, -0.236, 0.115], [2.105, 0.978, -0.439], [1.110, 1.193, -2.280], [-0.368, 1.016, -3.287], [0.804, -0.143, -3.469], [-2.005, 0.877, -1.061], [-0.381, 1.504, -0.424], [-1.152, 0.132, 0.229], [-1.705, -1.630, -1.238], [-0.647, -1.962, -2.788], [-1.930, -0.788, -2.637], [1.486, -1.370, -1.764], [0.478, -1.834, -0.433], [2.375, -0.768, 0.645], [0.814, -0.058, 0.887], [2.322, 1.501, 0.355], [3.242, -1.625, -7.398], [4.651, -1.567, -6.780], [5.028, -2.891, -6.010], [5.688, -1.373, -7.851], [4.637, -0.463, -5.653], [4.573, 0.912, -6.237], [5.890, 1.468, -6.326], [3.093, -2.556, -7.923], [3.220, -0.721, -8.005], [2.569, -1.596, -6.513], [4.884, -3.731, -6.699], [4.393, -2.945, -5.134], [6.125, -3.014, -5.673], [6.593, -1.091, -7.317], [5.408, -0.502, -8.470], [5.785, -2.326, -8.392], [5.531, -0.563, -5.044], [3.720, -0.721, -5.110], [3.953, 1.617, -5.619], [4.004, 0.883, -7.182], [5.821, 2.385, -6.576], [-4.934, -2.179, 0.867], [-5.241, -3.633, 0.857], [-4.893, -4.143, 2.193], [-6.696, -3.757, 0.590], [-4.543, -4.371, -0.271], [-3.095, -4.068, -0.352], [-2.381, -4.733, 0.621], [-5.566, -1.707, 1.647], [-5.180, -1.726, -0.104], [-3.917, -2.120, 1.213], [-3.807, -3.997, 2.399], [-5.187, -5.161, 2.416], [-5.541, -3.598, 2.910], [-7.018, -4.798, 0.661], [-6.821, -3.357, -0.411], [-7.179, -3.077, 1.291], [-5.034, -3.971, -1.167], [-4.734, -5.462, -0.270], [-2.943, -2.983, -0.236], [-2.705, -4.450, -1.340], [-1.781, -4.068, 1.091], [-8.357, 4.158, -2.038], [-7.200, 4.964, -2.689], [-7.556, 6.335, -3.067], [-6.044, 5.018, -1.686], [-6.682, 4.165, -3.910], [-7.446, 4.029, -5.155], [-7.347, 5.243, -5.924], [-9.291, 4.106, -2.680], [-8.582, 4.616, -1.052], [-8.021, 3.123, -1.800], [-8.200, 6.332, -3.940], [-6.683, 6.820, -3.460], [-7.978, 6.832, -2.177], [-5.221, 5.532, -2.162], [-5.695, 4.045, -1.464], [-6.441, 5.579, -0.845], [-6.484, 3.154, -3.548], [-5.690, 4.568, -4.168], [-8.471, 3.815, -4.958], [-7.069, 3.170, -5.709], [-6.783, 5.126, -6.691], [-0.376, 2.674, 6.737], [-0.614, 1.231, 6.448], [0.786, 0.685, 6.439], [-1.433, 0.711, 7.531], [-1.269, 1.071, 5.102], [-1.241, -0.384, 4.671], [-2.383, -0.772, 3.913], [-1.327, 3.224, 6.645], [0.339, 3.082, 5.971], [0.038, 2.844, 7.701], [0.743, -0.394, 6.205], [1.170, 0.921, 7.416], [1.333, 1.290, 5.725], [-1.752, -0.321, 7.283], [-2.215, 1.433, 7.732], [-0.767, 0.635, 8.351], [-0.725, 1.809, 4.503], [-2.352, 1.372, 5.098], [-1.278, -1.120, 5.484], [-0.266, -0.681, 4.153], [-2.021, -1.499, 3.351], [-0.896, -2.590, 1.848], [1.764, -2.715, -4.236], [-5.447, 0.873, -1.285], [-4.240, 1.885, -1.566], [-4.524, -0.328, -1.726], [-4.960, 0.757, 0.256], [-6.692, -0.131, -1.036], [-6.389, 2.144, -0.907], [-5.949, 1.126, -2.849], [2.576, 4.155, 2.451], [1.490, 4.712, 1.830], [3.504, 3.988, 1.471], [3.089, 4.908, 3.436], [2.202, 2.409, 3.102], [0.797, 2.422, 3.118], [2.827, 1.533, 2.143], [2.806, 2.512, 4.424]], "lowdin_charge": [0.035, -0.338, 0.011, 0.026, -0.084, -0.242, -0.058, 0.070, 0.119, 0.067, 0.095, 0.087, 0.128, 0.108, 0.094, 0.099, 0.157, 0.124, 0.107, 0.129, 0.046, 0.025, -0.335, 0.067, 0.004, -0.143, -0.185, -0.055, 0.129, 0.105, 0.101, 0.110, 0.093, 0.106, 0.123, 0.122, 0.086, 0.149, 0.149, 0.131, 0.086, 0.038, 0.018, -0.305, 0.041, 0.007, -0.161, -0.235, -0.086, 0.090, 0.097, 0.045, 0.098, 0.103, 0.081, 0.072, 0.062, 0.099, 0.077, 0.060, 0.149, 0.085, 0.047, 0.017, -0.328, -0.002, 0.003, -0.088, -0.242, -0.045, 0.105, 0.089, 0.030, 0.096, 0.023, 0.134, 0.106, 0.111, 0.116, 0.141, 0.085, 0.144, 0.110, 0.091, -0.006, -0.370, 0.002, 0.016, -0.088, -0.293, -0.187, 0.131, 0.085, 0.079, 0.112, 0.113, 0.122, 0.123, 0.109, 0.116, 0.141, 0.163, 0.079, 0.151, -0.123, 0.032, -0.320, -0.004, 0.030, -0.117, -0.213, -0.056, 0.127, 0.112, 0.092, 0.103, 0.106, 0.124, 0.106, 0.060, 0.113, 0.110, 0.150, 0.116, 0.142, 0.095, -0.001, -0.386, 0.034, 0.009, -0.083, -0.273, -0.125, 0.125, 0.122, 0.104, 0.122, 0.108, 0.072, 0.122, 0.118, 0.097, 0.099, 0.165, 0.109, 0.126, -0.069, 0.054, -0.339, 0.145, -0.157, -0.138, -0.146, -0.148, -0.186, -0.190, -0.574, 0.105, 0.088, 0.111, 0.479, -0.290, -0.291, -0.332]}



no.,E_LUMO (eV)
1,-6.34
2,-4.09